(1)
Formula: C19H26FO6S
Source: OMol25
Level of theory: ωB97M-V/def2-TZVPD

XYZ file:
```
53
Properties=species:S:1:pos:R:3
C -3.3895 4.3637 -1.1552
C -2.6767 3.4097 -0.2008
C -1.8245 2.3920 -0.9495
C -1.1783 1.3621 -0.0003
C -0.3486 1.9730 1.0515
C -0.4658 1.5559 2.4427
O 0.3372 1.7649 3.3387
O -1.5788 0.7855 2.6204
C -1.9234 0.5652 4.0061
C -2.8166 -0.6377 4.1288
C 0.5383 3.1150 0.7994
O 0.9183 3.9334 1.6179
O 0.8643 3.2055 -0.5165
C 1.7815 4.2843 -0.7773
C 2.2966 4.1447 -2.1828
H -4.0970 4.9823 -0.5982
H -2.6670 5.0133 -1.6621
H -3.9507 3.8033 -1.9099
H -2.0221 3.9598 0.4947
H -3.4102 2.8757 0.4223
H -2.4313 1.8587 -1.6945
H -1.0037 2.8990 -1.4718
H -1.9524 0.7608 0.5015
H -0.5505 0.6653 -0.5788
H -0.9975 0.4215 4.5730
H -2.4165 1.4760 4.3743
H -3.1040 -0.7438 5.1779
H -3.7332 -0.5361 3.5407
H -2.2922 -1.5497 3.8252
H 1.2701 5.2441 -0.6102
H 2.6075 4.2071 -0.0618
H 2.9412 4.9923 -2.4268
H 2.8878 3.2256 -2.2661
H 1.4852 4.1159 -2.9159
F 3.4244 0.9266 -2.0708
S 3.5711 0.6446 -0.4650
C 2.1064 -0.2255 -0.2040
C 1.4663 -0.2287 0.9769
C 0.5322 -1.2833 1.3439
C 0.4567 -1.7233 2.6784
C -0.1796 -2.9168 2.9869
C -0.8511 -3.6339 1.9847
C -0.8961 -3.1317 0.6771
C -0.2036 -1.9676 0.3524
O 4.7124 -0.2097 -0.3405
O 3.5266 1.9400 0.1488
H 1.8646 -0.9044 -1.0207
H 1.7532 0.4725 1.7662
H 0.9818 -1.1417 3.4412
H -0.1403 -3.2836 4.0148
H -1.3345 -4.5815 2.2282
H -1.4592 -3.6506 -0.1044
H -0.1956 -1.5773 -0.6697
```

Properties
gap between HOMO and LUMO = 6.006 eV
spin multiplicity = 1
charge = -1
electronic energy = -1689.1283 Ha

Just the natural (NBO) charges please, in e? Sure, here they are: atom 1 (C): -0.5991, atom 2 (C): -0.4013, atom 3 (C): -0.4027, atom 4 (C): -0.3974, atom 5 (C): -0.4576, atom 6 (C): 0.7523, atom 7 (O): -0.7003, atom 8 (O): -0.5646, atom 9 (C): -0.0731, atom 10 (C): -0.6231, atom 11 (C): 0.7659, atom 12 (O): -0.6619, atom 13 (O): -0.5563, atom 14 (C): -0.0721, atom 15 (C): -0.6263, atom 16 (H): 0.1939, atom 17 (H): 0.1975, atom 18 (H): 0.1881, atom 19 (H): 0.2174, atom 20 (H): 0.1858, atom 21 (H): 0.1721, atom 22 (H): 0.2186, atom 23 (H): 0.2235, atom 24 (H): 0.1665, atom 25 (H): 0.1992, atom 26 (H): 0.1677, atom 27 (H): 0.1963, atom 28 (H): 0.2022, atom 29 (H): 0.2126, atom 30 (H): 0.1701, atom 31 (H): 0.2068, atom 32 (H): 0.1963, atom 33 (H): 0.2205, atom 34 (H): 0.1977, atom 35 (F): -0.5149, atom 36 (S): 2.3869, atom 37 (C): -0.6085, atom 38 (C): -0.0748, atom 39 (C): -0.0921, atom 40 (C): -0.1822, atom 41 (C): -0.2166, atom 42 (C): -0.2226, atom 43 (C): -0.2390, atom 44 (C): -0.1284, atom 45 (O): -0.9056, atom 46 (O): -0.8918, atom 47 (H): 0.2357, atom 48 (H): 0.2723, atom 49 (H): 0.2345, atom 50 (H): 0.2105, atom 51 (H): 0.2058, atom 52 (H): 0.2076, atom 53 (H): 0.2079


(2)
Formula: C5H6O
Source: OMol25
Level of theory: ωB97M-V/def2-TZVPD

XYZ file:
```
12
Properties=species:S:1:pos:R:3
C 3.2401 -0.1875 0.3339
C 2.0445 -0.0248 0.4744
C 0.6128 -0.0140 0.0844
O 0.6482 -0.3869 -1.0711
C -0.8515 0.2835 0.6063
C -1.7860 -0.0418 -0.5853
H 4.3020 -0.2480 0.4673
H -1.1486 -0.3199 1.4768
H -1.0104 1.3273 0.9160
H -2.8418 0.1294 -0.3482
H -1.6750 -1.0849 -0.8965
H -1.5344 0.5676 -1.4582
```

Properties
gap between HOMO and LUMO = 10.068 eV
energy above the lowest of the compared OMol25 structures with the same formula, charge and spin = 65.4 kcal/mol
SMILES = C#CC(=O)CC
spin multiplicity = 1
electronic energy = -269.2421 Ha

Just the natural (NBO) charges please, in e? Sure, here they are: atom 1 (C): -0.1731, atom 2 (C): -0.1046, atom 3 (C): 0.4964, atom 4 (O): -0.4929, atom 5 (C): -0.4779, atom 6 (C): -0.6005, atom 7 (H): 0.2394, atom 8 (H): 0.2306, atom 9 (H): 0.2311, atom 10 (H): 0.2081, atom 11 (H): 0.2211, atom 12 (H): 0.2223


(3)
Formula: C11H23NO7
Source: OMol25
Level of theory: ωB97M-V/def2-TZVPD

XYZ file:
```
42
Properties=species:S:1:pos:R:3
C -5.5307 -1.4798 1.0826
C -4.7910 -0.1545 1.7615
O -4.6866 -0.2958 3.2457
C -3.3073 0.1578 1.0559
O -2.2851 -0.8051 1.4937
C -0.9416 -0.2090 1.5568
O -0.6197 0.9622 2.1290
O 0.2136 -0.9796 0.9881
C 1.0315 -1.5328 2.0879
C 2.6269 -1.7014 1.7347
C 2.9335 -2.4477 0.3033
N 4.3735 -2.9909 0.4146
H -6.4105 -1.0898 0.3853
H -4.7876 -2.1446 0.4506
H -6.0268 -2.1042 1.9703
H -5.5464 0.7499 1.5950
H -4.4090 -1.2254 3.4958
H -3.0768 1.2777 1.3071
H -3.4572 0.0757 -0.1227
H 0.6123 -2.6112 2.3746
H 0.9403 -0.8974 3.0924
H 3.1132 -2.3873 2.5818
H 3.2409 -0.7018 1.7478
H 2.2455 -3.3645 0.0655
H 2.9447 -1.6924 -0.6205
H 4.9272 -2.1181 0.6622
H 4.6897 -3.3974 -0.4931
C 1.4220 1.7911 -0.0971
C 1.3489 0.7954 -1.2416
O 0.7164 1.3825 -2.3853
C 1.4995 2.1977 -3.1353
O 2.6741 2.4567 -2.9269
O 0.7442 2.6939 -4.1464
C 1.4285 3.6366 -4.9688
H 0.4310 2.2029 0.1196
H 1.8141 1.3147 0.8057
H 2.0687 2.6366 -0.3492
H 0.7328 -0.0587 -0.9413
H 2.3391 0.4030 -1.5005
H 2.3757 3.2308 -5.3382
H 1.5960 4.5631 -4.4108
H 0.7924 3.8610 -5.8298
```

Properties
gap between HOMO and LUMO = 9.890 eV
SMILES = C[C@@H](O)COC(=O)OCCCN.CCOC(=O)OC
spin multiplicity = 1
electronic energy = -1014.1886 Ha

Just the natural (NBO) charges please, in e? Sure, here they are: atom 1 (C): -0.6745, atom 2 (C): 0.0888, atom 3 (O): -0.7332, atom 4 (C): -0.1143, atom 5 (O): -0.5263, atom 6 (C): 0.9955, atom 7 (O): -0.5782, atom 8 (O): -0.5601, atom 9 (C): -0.0867, atom 10 (C): -0.4484, atom 11 (C): -0.2308, atom 12 (N): -0.8562, atom 13 (H): 0.2251, atom 14 (H): 0.2240, atom 15 (H): 0.2269, atom 16 (H): 0.2014, atom 17 (H): 0.4735, atom 18 (H): 0.2276, atom 19 (H): 0.1940, atom 20 (H): 0.1876, atom 21 (H): 0.2145, atom 22 (H): 0.2397, atom 23 (H): 0.2145, atom 24 (H): 0.2018, atom 25 (H): 0.1807, atom 26 (H): 0.3504, atom 27 (H): 0.3648, atom 28 (C): -0.6384, atom 29 (C): -0.0801, atom 30 (O): -0.5006, atom 31 (C): 0.9845, atom 32 (O): -0.6451, atom 33 (O): -0.4988, atom 34 (C): -0.2574, atom 35 (H): 0.2193, atom 36 (H): 0.2202, atom 37 (H): 0.2185, atom 38 (H): 0.2096, atom 39 (H): 0.1859, atom 40 (H): 0.1971, atom 41 (H): 0.1886, atom 42 (H): 0.1946


(4)
Formula: CH5FO2SSi
Source: OMol25
Level of theory: ωB97M-V/def2-TZVPD

XYZ file:
```
11
Properties=species:S:1:pos:R:3
C 2.0678 0.6360 -0.3830
S 0.5388 1.3979 0.2605
Si -1.1395 -0.0860 0.0452
O -0.6518 -1.5515 -0.3914
O -1.9209 -0.1282 1.4763
F -2.2674 0.5200 -0.9543
H 1.7590 -0.1497 -1.2268
H 2.5244 0.0966 0.4900
H 2.7619 1.3248 -0.9201
H -0.8664 -2.3492 0.0613
H -2.8059 0.2892 1.5423
```

Properties
gap between HOMO and LUMO = 9.486 eV
energy above the lowest of the compared OMol25 structures with the same formula, charge and spin = 0.0 kcal/mol
SMILES = CS[Si](O)(O)F
spin multiplicity = 1
electronic energy = -979.3079 Ha

Just the natural (NBO) charges please, in e? Sure, here they are: atom 1 (C): -0.7442, atom 2 (S): -0.2590, atom 3 (Si): 2.1687, atom 4 (O): -1.1192, atom 5 (O): -1.1250, atom 6 (F): -0.6549, atom 7 (H): 0.2326, atom 8 (H): 0.2248, atom 9 (H): 0.2353, atom 10 (H): 0.5232, atom 11 (H): 0.5178


(5)
Formula: C3H13N3OP
Source: OMol25
Level of theory: ωB97M-V/def2-TZVPD

XYZ file:
```
21
Properties=species:S:1:pos:R:3
C 2.3417 0.1274 -0.2251
C -1.7729 -1.1683 1.9521
C 1.3231 0.6638 -1.1465
N 1.6810 1.6966 -1.8757
N 0.1316 0.1814 -1.0883
N -0.4835 -1.0528 1.3094
O -2.0394 0.7300 -0.0381
P -1.5273 0.6289 -1.6845
H 3.0007 0.8476 0.1689
H 2.9165 -0.6013 -0.6960
H 1.8750 -0.2713 0.6672
H -2.5158 -1.2661 1.0670
H -1.7670 -2.0578 2.5423
H -2.0325 -0.2219 2.3936
H 2.6177 2.0475 -1.7315
H 1.2386 2.0053 -2.7416
H -0.2346 -0.2119 -0.0968
H 0.1800 -0.5731 1.9279
H -0.2222 -1.9104 0.8742
H -2.8266 1.1666 0.2947
H -1.8837 -0.7603 -1.8730
```

Properties
gap between HOMO and LUMO = 9.885 eV
energy above the lowest of the compared OMol25 structures with the same formula, charge and spin = 0.0 kcal/mol
spin multiplicity = 1
charge = +1
electronic energy = -702.7170 Ha

Just the natural (NBO) charges please, in e? Sure, here they are: atom 1 (C): -0.6769, atom 2 (C): -0.4054, atom 3 (C): 0.5743, atom 4 (N): -0.7287, atom 5 (N): -0.8701, atom 6 (N): -0.8465, atom 7 (O): -1.0212, atom 8 (P): 1.0601, atom 9 (H): 0.2460, atom 10 (H): 0.2630, atom 11 (H): 0.2367, atom 12 (H): 0.1972, atom 13 (H): 0.2042, atom 14 (H): 0.2089, atom 15 (H): 0.4187, atom 16 (H): 0.4300, atom 17 (H): 0.4728, atom 18 (H): 0.3827, atom 19 (H): 0.3853, atom 20 (H): 0.5314, atom 21 (H): -0.0626


(6)
Formula: C17H52O9
Source: OMol25
Level of theory: ωB97M-V/def2-TZVPD

XYZ file:
```
78
Properties=species:S:1:pos:R:3
C 3.0373 0.5471 3.8339
C 2.2069 -0.4800 3.0552
O 0.8069 -0.1921 2.9485
H 2.8621 0.5387 4.8919
H 2.8265 1.5940 3.5060
H 4.0591 0.2520 3.7816
H 2.2472 -1.4416 3.5962
H 2.6434 -0.6919 2.0960
H 0.6511 0.6726 2.6436
C -0.0889 -3.8112 2.7558
C -0.9212 -3.0575 1.7055
O -1.2645 -1.7224 2.0314
H 0.0586 -4.8767 2.4843
H -0.5344 -3.7261 3.7725
H 0.8948 -3.2863 2.7839
H -1.8678 -3.6490 1.5951
H -0.4186 -3.0383 0.7561
H -0.4844 -1.2541 2.4641
C 4.9854 -3.0131 -2.8668
C 5.3150 -2.4901 -1.4568
O 4.2587 -1.6314 -0.9949
H 5.8363 -3.6194 -3.1775
H 4.7927 -2.2331 -3.5500
H 4.0585 -3.5521 -2.7682
H 6.2710 -1.9995 -1.4800
H 5.3900 -3.3024 -0.7825
H 4.4667 -1.1468 -0.1902
C -3.0171 -1.9625 -1.8162
C -3.7281 -1.5772 -0.4858
O -3.0998 -0.5149 0.1593
H -2.0491 -2.4553 -1.5967
H -2.8944 -1.1051 -2.4297
H -3.6185 -2.6153 -2.4318
H -3.7182 -2.4886 0.1996
H -4.7677 -1.3780 -0.6761
H -2.3585 -0.8828 0.6646
C -1.8251 6.3049 -0.8920
C -0.5482 5.5039 -1.1313
O -0.2247 5.4788 -2.4703
H -1.7813 7.2803 -1.3403
H -1.8785 6.4553 0.1938
H -2.7409 5.7831 -1.2889
H -0.5722 4.5425 -0.6909
H 0.2396 6.0254 -0.6209
H -0.7858 4.7993 -2.9286
C -4.1627 3.0145 -1.5270
C -2.9458 2.1136 -1.8684
O -1.7479 2.8943 -2.1915
H -3.8909 3.7108 -0.7241
H -5.0316 2.4404 -1.1790
H -4.4123 3.6372 -2.3746
H -3.2421 1.4924 -2.7208
H -2.8558 1.3628 -1.0939
H -1.2817 2.4054 -2.8480
C -2.3196 1.9281 2.0532
C -1.0940 2.2153 1.2348
O 0.1425 2.2374 1.9878
H -2.2867 2.6450 2.8426
H -2.2966 0.9072 2.4863
H -3.2174 1.9029 1.3529
H -1.1707 3.1934 0.7576
H -1.0533 1.4578 0.5117
H 0.8266 2.5898 1.4159
C 1.4235 0.9798 -0.8446
C 0.7383 -0.4040 -0.9150
O 1.4781 -1.4704 -0.4218
H 2.4219 1.0518 -1.3193
H 1.6231 1.2689 0.1943
H 0.7222 1.6975 -1.3032
H 0.3911 -0.6447 -1.9352
H -0.1166 -0.3254 -0.2295
H 2.3671 -1.3825 -0.7587
C 1.3130 -5.2598 -0.6991
O 1.4709 -4.1471 -1.5046
H 0.7206 -5.0155 0.1945
H 0.8616 -6.0997 -1.2624
H 2.2388 -5.6460 -0.1986
H 1.6662 -3.3342 -0.9648
```

Properties
gap between HOMO and LUMO = 10.110 eV
energy above the lowest of the compared OMol25 structures with the same formula, charge and spin = 54.6 kcal/mol
SMILES = CCO.CCO.CCO.CCO.CCO.CCO.CCO.CCO.CO
spin multiplicity = 1
electronic energy = -1355.9427 Ha

Just the Löwdin charges please, in e? Sure, here they are: atom 1 (C): -0.0672, atom 2 (C): -0.2723, atom 3 (O): -0.0811, atom 4 (H): 0.0637, atom 5 (H): 0.0880, atom 6 (H): 0.0592, atom 7 (H): 0.1127, atom 8 (H): 0.0849, atom 9 (H): 0.0064, atom 10 (C): -0.0771, atom 11 (C): -0.3222, atom 12 (O): -0.1225, atom 13 (H): 0.0731, atom 14 (H): 0.0869, atom 15 (H): 0.0668, atom 16 (H): 0.1207, atom 17 (H): 0.0774, atom 18 (H): 0.0710, atom 19 (C): -0.0554, atom 20 (C): -0.2705, atom 21 (O): -0.0983, atom 22 (H): 0.0823, atom 23 (H): 0.0587, atom 24 (H): 0.0616, atom 25 (H): 0.1025, atom 26 (H): 0.0957, atom 27 (H): 0.0894, atom 28 (C): -0.0648, atom 29 (C): -0.3074, atom 30 (O): -0.1088, atom 31 (H): 0.0762, atom 32 (H): 0.0387, atom 33 (H): 0.0627, atom 34 (H): 0.1220, atom 35 (H): 0.0976, atom 36 (H): 0.0411, atom 37 (C): -0.0732, atom 38 (C): -0.3682, atom 39 (O): -0.0768, atom 40 (H): 0.0628, atom 41 (H): 0.0737, atom 42 (H): 0.0744, atom 43 (H): 0.0579, atom 44 (H): 0.1062, atom 45 (H): 0.0915, atom 46 (C): -0.0719, atom 47 (C): -0.2575, atom 48 (O): -0.0859, atom 49 (H): 0.0600, atom 50 (H): 0.0801, atom 51 (H): 0.0648, atom 52 (H): 0.1060, atom 53 (H): 0.0639, atom 54 (H): 0.0653, atom 55 (C): -0.0566, atom 56 (C): -0.2865, atom 57 (O): -0.0891, atom 58 (H): 0.0690, atom 59 (H): 0.0809, atom 60 (H): 0.0989, atom 61 (H): 0.1026, atom 62 (H): 0.0608, atom 63 (H): 0.0736, atom 64 (C): -0.0526, atom 65 (C): -0.2917, atom 66 (O): -0.0888, atom 67 (H): 0.0841, atom 68 (H): 0.0533, atom 69 (H): 0.0722, atom 70 (H): 0.1256, atom 71 (H): 0.0933, atom 72 (H): 0.0343, atom 73 (C): -0.1976, atom 74 (O): -0.1311, atom 75 (H): 0.0492, atom 76 (H): 0.0883, atom 77 (H): 0.0819, atom 78 (H): 0.0615